The following is a DFT calculation (the ωB97M-V functional and the def2-TZVPD basis) of a gas-phase ion, C4H11N2 (charge +1).

Geometry as XYZ:
```
17
Properties=species:S:1:pos:R:3:forces:R:3:lowdin_charge:R:1
C -0.8287 0.9692 0.0387 -0.30 -0.62 -0.89 -0.149
C -1.9768 -0.0572 0.5190 3.11 0.31 3.10 -0.239
C 0.2025 0.1072 -0.6405 0.81 2.94 2.53 -0.055
C 2.7654 0.0287 0.0131 1.20 -0.60 -1.40 0.016
N -3.0821 -0.3670 -0.1504 -1.68 -0.47 -1.80 0.025
N 1.2932 -0.3496 0.2192 0.39 -3.39 -0.09 -0.007
H -1.1102 1.6405 -0.8275 -0.59 -0.56 1.08 0.127
H -0.3154 1.6775 0.7764 -1.07 -1.21 -0.46 0.128
H -1.7498 -0.8162 1.3561 0.06 1.60 -1.30 0.116
H -0.1220 -0.4851 -1.4048 -0.19 -1.73 -1.97 0.094
H 3.2480 0.4127 0.9093 -0.57 -0.02 0.23 0.094
H 3.3820 -0.8923 -0.3059 -1.29 1.42 0.38 0.130
H 2.8324 0.8025 -0.7718 -0.17 -0.49 0.37 0.104
H -3.4250 -1.3478 -0.2030 0.31 1.46 -0.02 0.126
H -3.4196 0.3247 -0.8112 -0.28 -0.64 0.02 0.105
H 1.0443 -0.2286 1.2135 -0.01 0.20 -0.40 0.175
H 1.2618 -1.4190 0.0698 0.25 1.80 0.62 0.210
```
Forces are in eV/Å.

2S+1 = 3
energy above the lowest of the compared OMol25 structures with the same formula, charge and spin = 0.995 eV
net charge = +1